DFT (wB97M-V/def2-TZVPD) results for a single C6H9N3OS molecule.

```
20
C6H9N3OS (wB97M-V/def2-TZVPD)
C -0.02057 2.33093 -1.13109
C 0.43967 1.24613 -1.74207
C -0.60572 1.16643 0.90243
C -0.19610 0.06740 0.25365
C -0.61446 2.53979 0.24661
C 0.43925 -0.09690 -1.04439
N 0.26908 -2.48275 0.11292
N -0.06811 -3.77526 0.00711
N 0.73786 -1.25106 2.46902
O 1.27188 -0.16435 2.41989
S -0.56507 -1.49322 1.13627
H 0.04090 3.19035 -1.70736
H 0.81140 1.52561 -2.74557
H -1.20899 0.96762 1.74469
H -0.18759 3.44104 0.78144
H -1.64533 2.85396 0.16771
H -0.16476 -0.96517 -1.55857
H 1.30380 -0.59633 -0.89894
H 0.82277 -4.45206 0.06180
H -0.85989 -4.05215 0.52446
```

Properties
Electronic energy = -23713.29065 eV
Gap between HOMO and LUMO (spin up / spin down) = 6.6103 / 8.1763 eV
2S+1 = 1
Energy above the lowest of the compared OMol25 structures with the same formula, charge and spin = 681.6 kJ/mol
Lowest unoccupied orbital energy (spin up / spin down) = -0.02012 / 0.02046 Eh